No. 1
Formula: C4H3GaO
Source: the Open Molecules 2025 dataset
Level of theory: the ωB97M-V functional and the def2-TZVPD basis

Structure (ORCA input):
```
! RIJCOSX wB97M-V def2-TZVPD def2/J DEFGRID3
* xyz 2 1
Ga 0.97 1.44 0.21
O 2.42 0.16 0.19
C 0.33 -0.65 0.02
C -0.87 -0.17 -0.07
C 1.60 -0.98 0.23
C -2.16 0.13 -0.11
H 3.12 -0.40 -0.36
H -2.51 1.15 -0.01
H -2.91 -0.67 -0.10
*
```

Calculated values
- energy above the lowest of the compared OMol25 structures with the same formula, charge and spin (kJ/mol) = 133.4
- lowest unoccupied orbital energy (spin up / spin down) (eV) = -12.90 / -13.84

***

No. 2
Formula: C5H12N2S
Source: the Open Molecules 2025 dataset
Level of theory: the ωB97M-V functional and the def2-TZVPD basis

Structure (ORCA input):
```
! RIJCOSX wB97M-V def2-TZVPD def2/J DEFGRID3
* xyz 0 1
S 2.02 0.56 0.10
N -2.52 -1.18 -0.34
N -1.85 1.49 -0.29
C -1.08 -0.73 -0.19
C -0.64 0.68 -0.53
C 2.43 -1.07 -0.63
C -0.59 -0.67 1.29
C 0.31 0.59 0.67
H -1.35 -0.29 2.00
H -2.83 -1.96 0.13
H -1.81 2.39 -0.30
H -0.39 -1.28 -0.74
H -0.13 -1.54 1.61
H 2.11 -1.20 -1.72
H 2.43 -1.95 0.03
H 0.43 1.45 1.29
H -2.67 1.13 -0.86
H -0.28 0.68 -1.54
H 3.55 -0.90 -0.53
H -3.39 -0.37 -0.20
*
```

Calculated values
- SMILES string = CS[C@@H]1C[C@@H](N)[C@H]1N
- energy above the lowest of the compared OMol25 structures with the same formula, charge and spin (kJ/mol) = 293.6
- lowest unoccupied orbital energy (eV) = 0.93

***

No. 3
Formula: C4H7NO
Source: the Open Molecules 2025 dataset
Level of theory: the ωB97M-V functional and the def2-TZVPD basis

Structure (ORCA input):
```
! RIJCOSX wB97M-V def2-TZVPD def2/J DEFGRID3
* xyz 0 1
O 0.22 -0.72 -2.16
N 1.87 0.04 1.62
C -1.25 0.33 -0.46
C -0.31 -0.71 -0.86
C 0.13 0.53 0.08
C 0.59 0.16 1.42
H 0.76 1.25 -0.57
H -0.19 -0.02 2.19
H -1.66 0.89 -1.25
H -0.30 -1.59 -0.31
H -1.91 0.04 0.30
H 1.81 -0.35 2.51
H 0.24 0.16 -2.50
*
```

Calculated values
- SMILES string = [H]/N=C/[C@@H]1C[C@H]1O
- energy above the lowest of the compared OMol25 structures with the same formula, charge and spin (kJ/mol) = 300.4
- lowest unoccupied orbital energy (eV) = 1.00

***

no.,electronic energy (eV)
1,-58592.3278
2,-19191.6733
3,-7796.5311